[1]
Molecular formula: C48H43AsBIN4O5Sn
Method: DFT, ωB97M-V/def2-TZVPD

CARTESIAN COORDINATES (ANGSTROEM)
Sn  -0.1310  -0.4961  1.3977
C  2.7818  1.2077  -2.2762
C  2.3389  -0.1892  -2.5607
N  2.7441  -0.8073  -3.6077
C  2.3153  -2.0958  -3.8992
C  1.4917  -2.8147  -3.1315
C  1.1197  -4.2286  -3.5006
O  -0.2386  -4.3498  -3.9088
C  1.0190  -2.2468  -1.8248
C  -0.4292  -2.5710  -1.5188
N  -1.0652  -2.1544  -0.5050
C  -2.3774  -2.6668  -0.3077
C  -2.6672  -4.0124  -0.5217
C  -3.9447  -4.5032  -0.3044
C  -4.9504  -3.6612  0.1439
C  -4.6743  -2.3245  0.3882
C  -3.3949  -1.8470  0.1691
I  -3.0105  0.1783  0.5497
C  1.3740  -0.8022  -1.6215
O  0.9207  -0.1230  -0.6950
H  3.5677  1.4835  -2.9731
H  3.1422  1.2989  -1.2495
H  1.9434  1.9009  -2.3800
H  2.7215  -2.5047  -4.8155
H  1.2386  -4.8866  -2.6355
H  1.7991  -4.5901  -4.2733
H  -0.3111  -4.1516  -4.8482
H  -0.8979  -3.2271  -2.2526
H  -1.8791  -4.6816  -0.8425
H  -4.1513  -5.5503  -0.4778
H  -5.9474  -4.0417  0.3168
H  -5.4524  -1.6650  0.7483
N  -0.2725  1.1605  8.8643
C  -0.8285  1.8395  7.8364
O  -1.3440  2.9312  7.9314
C  -0.7552  1.1790  6.4793
C  0.3586  0.4860  6.0213
C  0.3646  0.0393  4.7113
N  -0.6561  0.2315  3.8744
C  -1.7424  0.8648  4.3342
C  -1.8275  1.3625  5.6180
H  -0.3370  1.5655  9.7848
H  -0.0064  0.1957  8.7845
H  1.2245  0.3281  6.6507
H  1.2291  -0.4822  4.3091
H  -2.5561  1.0036  3.6322
H  -2.6964  1.9156  5.9468
C  -2.9873  4.6022  3.9391
C  -3.3498  4.1114  2.6910
C  -2.4097  3.4649  1.9020
C  -1.1040  3.3166  2.3593
C  -0.7351  3.8281  3.5983
C  -1.6815  4.4650  4.3896
As  0.1639  2.3228  1.3006
C  0.5211  3.2715  -0.3260
C  -0.3253  3.4625  -1.4051
C  0.1251  4.2076  -2.4870
C  1.4074  4.7428  -2.4758
C  2.2551  4.5359  -1.3965
C  1.8188  3.7909  -0.3075
C  2.6067  3.4920  0.9069
C  3.9182  3.8874  1.1374
C  4.5355  3.5704  2.3391
C  3.8565  2.8626  3.3215
C  2.5482  2.4528  3.1021
C  1.9346  2.7636  1.8982
H  -3.7210  5.1049  4.5547
H  -4.3610  4.2411  2.3283
H  -2.6965  3.1212  0.9130
H  0.2833  3.7322  3.9540
H  -1.3961  4.8552  5.3577
H  -1.3275  3.0507  -1.4120
H  -0.5253  4.3784  -3.3342
H  1.7490  5.3298  -3.3179
H  3.2496  4.9623  -1.4083
H  4.4614  4.4526  0.3915
H  5.5544  3.8881  2.5157
H  4.3449  2.6374  4.2600
H  2.0150  1.9141  3.8740
C  6.4063  -5.8485  3.8605
C  6.3006  -5.5990  2.3561
C  7.5007  -4.7459  1.9204
C  6.3449  -6.9548  1.6364
C  5.0088  -4.8740  1.9770
C  4.0539  -4.5044  2.9275
C  2.8687  -3.8473  2.5974
C  2.6810  -3.5687  1.2689
O  1.6048  -2.9330  0.6384
B  1.9480  -2.9432  -0.6912
O  3.1474  -3.5338  -0.9410
C  3.6114  -3.9286  0.3130
C  4.7766  -4.5771  0.6274
H  7.3389  -6.3719  4.0711
H  5.5904  -6.4738  4.2277
H  6.4187  -4.9160  4.4285
H  8.4298  -5.2451  2.1987
H  7.4817  -3.7679  2.4048
H  7.5207  -4.5913  0.8406
H  7.2706  -7.4754  1.8849
H  6.3107  -6.8424  0.5519
H  5.5078  -7.5857  1.9402
H  4.2272  -4.7394  3.9669
H  2.1346  -3.5885  3.3484
H  5.4831  -4.8464  -0.1457

Atomic forces in eV per Å
Sn 0.1 -0.3 0.1
C 0.0 0.0 0.0
C 0.1 0.0 -0.1
N 0.0 0.1 0.1
C 0.0 -0.1 0.0
C 0.0 0.0 -0.1
C 0.0 0.0 0.0
O 0.0 0.0 0.0
C 0.0 0.1 0.0
C 0.1 -0.1 0.0
N 0.0 0.1 0.1
C 0.0 0.0 0.0
C 0.0 0.0 0.0
C 0.0 0.0 0.0
C 0.0 0.0 0.0
C -0.1 0.1 0.0
C 0.0 0.0 0.0
I 0.0 0.0 0.0
C -0.1 0.0 0.0
O 0.0 0.1 0.0
H 0.0 0.0 0.0
H 0.0 0.0 0.0
H 0.0 0.0 0.0
H 0.0 0.0 0.0
H 0.0 0.0 0.0
H 0.0 0.0 0.0
H 0.0 0.0 0.0
H 0.0 0.0 0.0
H 0.0 0.0 0.0
H 0.0 0.0 0.0
H 0.0 0.0 0.0
H 0.0 0.0 0.0
N 0.0 0.1 0.0
C 0.0 -0.1 0.0
O 0.0 0.0 0.0
C 0.0 0.0 0.0
C 0.0 0.0 0.0
C 0.0 0.0 0.0
N -0.2 0.1 -0.1
C 0.0 0.0 0.0
C 0.0 0.0 0.1
H 0.0 0.0 0.0
H 0.0 0.0 0.0
H 0.0 0.0 0.0
H 0.0 0.0 0.0
H 0.0 0.0 0.0
H 0.0 0.0 0.0
C 0.0 0.0 0.0
C 0.0 0.0 0.0
C 0.0 0.0 0.0
C 0.1 0.2 0.0
C 0.0 0.0 0.0
C 0.0 0.1 0.0
As 0.0 -0.2 0.0
C -0.1 0.1 0.0
C 0.0 0.0 0.0
C 0.0 0.0 0.0
C 0.0 0.0 0.0
C 0.0 0.0 0.0
C 0.0 0.0 0.0
C 0.0 0.0 0.0
C 0.0 0.0 0.0
C 0.0 0.0 0.0
C 0.0 0.0 0.0
C 0.0 0.0 0.0
C 0.0 0.1 0.0
H 0.0 0.0 0.0
H 0.0 0.0 0.0
H 0.0 0.0 0.0
H 0.0 0.0 0.0
H 0.0 0.0 0.0
H 0.0 0.0 0.0
H 0.0 0.0 0.0
H 0.0 0.0 0.0
H 0.0 0.0 0.0
H 0.0 0.0 0.0
H 0.0 0.0 0.0
H 0.0 0.0 0.0
H 0.0 0.0 0.0
C 0.0 0.0 0.0
C 0.0 0.0 0.0
C 0.0 0.0 0.0
C 0.0 0.0 0.0
C 0.0 0.0 0.0
C 0.0 0.0 0.0
C 0.0 0.0 0.0
C 0.0 0.0 0.0
O 0.0 0.0 0.0
B -0.1 0.0 0.1
O 0.1 0.0 -0.1
C 0.0 0.0 0.1
C 0.0 0.0 -0.1
H 0.0 0.0 0.0
H 0.0 0.0 0.0
H 0.0 0.0 0.0
H 0.0 0.0 0.0
H 0.0 0.0 0.0
H 0.0 0.0 0.0
H 0.0 0.0 0.0
H 0.0 0.0 0.0
H 0.0 0.0 0.0
H 0.0 0.0 0.0
H 0.0 0.0 0.0
H 0.0 0.0 0.0

total charge = +2
lowest unoccupied orbital energy = -0.219 Eh
energy relative to the best compared isomer or geometry (same formula, charge and spin) = 39.9 kcal per mole
orbital gap = 7.2 eV
total energy = -142109.07107 eV

[2]
Molecular formula: C48H43AsN3O2PSn
Method: DFT, ωB97M-V/def2-TZVPD

CARTESIAN COORDINATES (ANGSTROEM)
Sn  -0.0599  1.2982  0.9650
C  -3.0175  -2.1457  1.7811
C  -2.5797  -0.7226  1.5451
O  -1.3183  -0.5442  1.3777
C  -3.5154  0.2890  1.5569
C  -3.2962  1.6558  1.2480
C  -4.5066  2.5520  1.2584
N  -2.1278  2.1801  0.9351
N  -2.2064  3.4844  0.4477
C  -1.0352  4.0269  0.2724
O  0.0885  3.4629  0.5866
C  -0.9841  5.3818  -0.3506
C  -2.1168  5.9652  -0.9158
C  -2.0319  7.2073  -1.5274
C  -0.8168  7.8806  -1.5751
C  0.3116  7.3066  -1.0055
C  0.2278  6.0604  -0.3995
H  -2.2792  -2.8323  1.3686
H  -3.9939  -2.3414  1.3390
H  -3.0884  -2.3311  2.8564
H  -4.5427  0.0079  1.7421
H  -5.4050  1.9815  1.4841
H  -4.6183  3.0679  0.3062
H  -4.3687  3.3298  2.0112
H  -3.0560  5.4292  -0.8740
H  -2.9154  7.6524  -1.9683
H  -0.7521  8.8513  -2.0521
H  1.2591  7.8304  -1.0343
H  1.0985  5.5942  0.0434
N  0.2222  -1.9527  -0.6550
C  0.5156  -1.7426  -1.9803
C  1.1968  -2.7409  -2.6972
C  1.5468  -2.5570  -4.0174
C  1.2322  -1.3708  -4.6793
C  0.5630  -0.3805  -3.9859
C  0.1996  -0.5443  -2.6448
P  -0.7007  0.7692  -1.7758
C  -2.4570  0.3645  -2.0353
C  -2.8416  -0.9501  -2.2954
C  -4.1871  -1.2819  -2.3868
C  -5.1571  -0.3016  -2.2383
C  -4.7783  1.0116  -1.9922
C  -3.4374  1.3445  -1.8748
C  -0.3676  2.2798  -2.7271
C  -1.2252  2.7639  -3.7141
C  -0.9319  3.9504  -4.3700
C  0.2222  4.6564  -4.0548
C  1.0885  4.1683  -3.0883
C  0.7917  2.9897  -2.4200
H  -0.4622  -1.4062  -0.1441
H  0.3365  -2.8909  -0.3071
H  1.4415  -3.6673  -2.1875
H  2.0707  -3.3478  -4.5410
H  1.5083  -1.2242  -5.7148
H  0.3199  0.5501  -4.4842
H  -2.0909  -1.7183  -2.4330
H  -4.4737  -2.3073  -2.5844
H  -6.2064  -0.5578  -2.3183
H  -5.5319  1.7812  -1.8805
H  -3.1512  2.3697  -1.6616
H  -2.1216  2.2148  -3.9706
H  -1.6075  4.3246  -5.1289
H  0.4399  5.5915  -4.5549
H  1.9850  4.7181  -2.8324
H  1.4588  2.6337  -1.6430
C  6.1816  -2.2694  0.0929
C  6.1273  -2.5623  1.4497
C  4.9188  -2.4900  2.1336
C  3.7551  -2.1193  1.4648
C  3.8221  -1.8064  0.1063
C  5.0269  -1.8909  -0.5791
As  1.9923  -1.9662  2.2912
C  1.3559  -3.7865  1.9302
C  0.2202  -4.2160  2.6192
C  -0.3654  -5.4411  2.3310
C  0.1718  -6.2524  1.3381
C  1.3027  -5.8359  0.6506
C  1.8937  -4.6112  0.9463
C  2.4213  -2.2113  4.1788
C  2.2846  -1.0954  5.0020
C  2.5572  -1.1821  6.3616
C  2.9616  -2.3904  6.9108
C  3.0917  -3.5122  6.1002
C  2.8213  -3.4229  4.7419
H  7.1238  -2.3299  -0.4377
H  7.0281  -2.8475  1.9791
H  4.8883  -2.7169  3.1916
H  2.9216  -1.5018  -0.4171
H  5.0628  -1.6537  -1.6354
H  -0.2108  -3.5852  3.3894
H  -1.2444  -5.7594  2.8772
H  -0.2867  -7.2057  1.1068
H  1.7343  -6.4682  -0.1166
H  2.7830  -4.3033  0.4090
H  1.9622  -0.1548  4.5727
H  2.4476  -0.3084  6.9919
H  3.1701  -2.4616  7.9708
H  3.4032  -4.4570  6.5284
H  2.9135  -4.3031  4.1160

Atomic forces in eV per Å
Sn 0.0 0.2 0.3
C 0.0 0.0 0.0
C 0.1 0.2 0.0
O -0.1 -0.1 -0.2
C 0.0 0.0 0.0
C 0.0 0.0 0.0
C 0.0 0.0 0.0
N 0.0 -0.2 0.0
N 0.2 0.2 -0.1
C -0.1 -0.1 0.1
O -0.1 -0.1 -0.2
C -0.1 0.0 0.0
C 0.0 0.0 0.0
C 0.0 -0.1 0.0
C 0.0 0.0 0.0
C 0.0 0.0 0.0
C 0.0 0.0 0.0
H 0.0 0.0 0.0
H 0.0 0.0 0.0
H 0.0 0.0 0.0
H 0.0 0.0 0.0
H 0.0 0.0 0.0
H 0.0 0.0 0.0
H 0.0 0.0 0.0
H 0.0 0.0 0.0
H 0.0 0.0 0.0
H 0.0 0.0 0.0
H 0.0 0.0 0.0
H 0.0 0.0 0.0
N 0.0 -0.1 -0.1
C 0.0 0.0 0.0
C 0.0 0.0 0.1
C 0.0 0.0 0.0
C 0.0 0.0 0.0
C 0.0 0.0 0.1
C 0.0 0.1 -0.1
P 0.0 0.1 0.0
C 0.0 0.0 0.0
C 0.0 0.0 0.0
C 0.0 0.0 0.0
C 0.0 0.0 0.0
C 0.0 0.0 0.0
C 0.0 0.0 0.0
C -0.1 0.0 0.0
C 0.1 0.0 0.0
C 0.0 0.0 0.0
C 0.0 0.0 0.0
C 0.0 0.0 0.0
C 0.0 0.0 0.0
H 0.0 0.0 0.0
H 0.0 0.0 0.0
H 0.0 0.0 0.0
H 0.0 0.0 0.0
H 0.0 0.0 0.0
H 0.0 0.0 0.0
H 0.0 0.0 0.0
H 0.0 0.0 0.0
H 0.0 0.0 0.0
H 0.0 0.0 0.0
H 0.0 0.0 0.0
H 0.0 0.0 0.0
H 0.0 0.0 0.0
H 0.0 0.0 0.0
H 0.0 0.0 0.0
H 0.0 0.0 0.0
C 0.0 0.0 0.0
C -0.1 0.0 0.0
C 0.0 0.0 -0.1
C 0.1 0.0 0.0
C 0.0 0.0 0.1
C 0.0 0.0 0.0
As 0.0 0.0 0.0
C -0.1 0.0 0.0
C 0.0 0.0 -0.1
C 0.1 0.0 0.0
C 0.0 0.0 0.0
C 0.0 0.0 0.0
C 0.0 0.0 0.0
C 0.1 0.0 0.1
C 0.1 -0.1 0.0
C 0.0 0.0 0.0
C 0.0 0.0 0.0
C 0.0 0.0 0.0
C 0.0 0.0 0.0
H 0.0 0.0 0.0
H 0.0 0.0 0.0
H 0.0 0.0 0.0
H 0.0 0.0 0.0
H 0.0 0.0 0.0
H 0.0 0.0 0.0
H 0.0 0.0 0.0
H 0.0 0.0 0.0
H 0.0 0.0 0.0
H 0.0 0.0 0.0
H 0.0 0.0 0.0
H 0.0 0.0 0.0
H 0.0 0.0 0.0
H 0.0 0.0 0.0
H 0.0 0.0 0.0

lowest unoccupied orbital energy = 0.015 Eh
energy relative to the best compared isomer or geometry (same formula, charge and spin) = 0.0 kcal per mole
orbital gap = 7.6 eV
total energy = -134999.71986 eV

What is the lowest unoccupied orbital energy in the first record? -0.219 Eh

What is the formula in the second record? C48H43AsN3O2PSn